# 1
A molecular structure, C5H3ClOS at a distorted geometry, computed with wB97M-V/def2-TZVPD.

Structure (XYZ):
```
11
Properties=species:S:1:pos:R:3
C 0.2417 0.2593 -0.8760
C 1.2956 0.5647 -0.2155
C 0.9458 0.3379 1.1355
C -0.8368 -0.1579 0.0408
C -0.4405 0.9941 1.2246
H 2.4873 0.6110 -0.6396
H 1.9131 0.5168 1.7837
H -1.8106 -0.3197 -0.4165
O -1.2596 1.6577 1.9621
S -0.0102 -1.3272 1.1118
Cl 0.0245 -0.2837 -2.4747
```

Values from the calculation:
2S+1: 1
Energy relative to the best compared isomer or geometry (same formula, charge and spin) (kJ/mol): 310.9
E (eV): -30634.52651
HOMO (eV): -9.348
Max |F| (eV/Å): 7.4

=====

# 2
2 unconnected molecules or ions with the total composition C5H3F3NO3P at a distorted geometry, computed with wB97M-V/def2-TZVPD.

Structure (XYZ):
```
16
Properties=species:S:1:pos:R:3
C 1.3187 -1.2314 -0.2660
C 0.0792 -1.8967 -0.5600
C 1.4003 0.0907 -0.2127
C -1.5647 -0.1646 -0.9412
C 2.3149 1.0532 0.0076
N -0.9798 -1.1836 -0.6886
O -3.1664 1.9824 -0.3149
O -4.0119 -0.4177 0.1091
O -2.1733 0.5843 1.5846
F 2.6396 1.8976 -1.0092
F 2.1970 1.8361 1.1139
F 4.0984 0.5633 0.3591
P -2.9004 0.5739 0.0850
H 2.1782 -1.8868 -0.1016
H -0.0018 -2.9724 -0.6330
H -1.4278 1.1717 1.4679
```

Values from the calculation:
2S+1: 1
Energy relative to the best compared isomer or geometry (same formula, charge and spin) (kJ/mol): 0.0
E (eV): -30306.52939
HOMO (eV): -0.592
Net charge: -2
Max |F| (eV/Å): 1.4

=====

# 3
C5H3F4N3 in the gas phase at a distorted geometry, computed with wB97M-V/def2-TZVPD.

Structure (XYZ):
```
15
Properties=species:S:1:pos:R:3
C -0.4928 -0.1300 0.5440
C 1.3370 0.1862 -0.6357
C -2.2116 -0.7003 2.2206
C -1.8968 -0.3983 0.9676
C 2.2019 0.6079 -1.7063
N 0.5476 -0.3751 1.3162
N 1.6717 -0.1520 0.6039
N -0.0510 0.1822 -0.7174
F -2.8830 -0.2246 0.0250
F 3.1398 -0.2120 -2.1196
F 1.3793 0.8374 -2.7966
F 2.7917 1.7671 -1.4680
H -3.3339 -0.7598 2.4187
H -1.3884 -0.8702 2.8161
H -0.8114 0.2414 -1.4684
```

Values from the calculation:
⟨S²⟩: 2.020
2S+1: 3
E (eV): -20568.80757
HOMO (spin up / spin down) (eV): -6.263 / -10.668
Max |F| (eV/Å): 10.8